1.
{"formula": "C32H30ClN5OZr", "method": "the ωB97M-V functional and the def2-TZVPD basis", "elements": ["Zr", "C", "N", "C", "C", "C", "C", "C", "C", "C", "N", "C", "C", "C", "C", "C", "C", "N", "C", "C", "H", "H", "H", "H", "H", "H", "H", "H", "H", "H", "H", "H", "H", "H", "H", "H", "H", "H", "H", "H", "Cl", "C", "C", "C", "C", "O", "C", "C", "N", "C", "C", "C", "C", "C", "C", "C", "C", "N", "C", "C", "H", "H", "H", "H", "H", "H", "H", "H", "H", "H"], "xyz": [[-0.10359, -0.14630, 0.17621], [1.84763, -2.44224, -0.39532], [0.44002, -2.39695, 0.08658], [0.34442, -3.15075, 1.36684], [-0.53392, -2.99007, -0.84463], [-0.29181, -4.21153, -1.45215], [-1.30069, -4.84410, -2.15947], [-2.56478, -4.27692, -2.18847], [-2.80580, -3.05349, -1.58477], [-1.77739, -2.35341, -0.95317], [-1.89830, -1.06485, -0.38203], [-2.61459, -0.02833, -1.02862], [-3.31503, -0.14340, -2.23795], [-3.96397, 0.94097, -2.79642], [-3.93108, 2.18912, -2.18995], [-3.19637, 2.34617, -1.03253], [-2.52847, 1.26367, -0.47246], [-1.70116, 1.44182, 0.73015], [-2.52686, 1.29594, 1.95129], [-0.98398, 2.73951, 0.74515], [2.18590, -3.47295, -0.50169], [1.92069, -1.93898, -1.35791], [2.48795, -1.94717, 0.33829], [0.57537, -4.20180, 1.18735], [1.05221, -2.74961, 2.09135], [-0.67272, -3.08340, 1.75186], [0.67421, -4.69037, -1.36387], [-1.11001, -5.78973, -2.64579], [-3.37833, -4.79232, -2.68043], [-3.80991, -2.65673, -1.57814], [-3.34163, -1.08155, -2.76414], [-4.50460, 0.80587, -3.72336], [-4.45781, 3.02797, -2.62115], [-3.14154, 3.32013, -0.56529], [-3.31239, 2.05420, 1.95145], [-2.99211, 0.31103, 1.95639], [-1.90625, 1.42769, 2.83683], [-1.66257, 3.56185, 0.97591], [-0.21822, 2.71222, 1.52304], [-0.52641, 2.92167, -0.22942], [2.91040, 4.48155, -4.84481], [2.19544, 3.22407, -3.91152], [1.23347, 2.39078, -4.49073], [0.64531, 1.37440, -3.76443], [1.00496, 1.17593, -2.43495], [0.43551, 0.20626, -1.72083], [1.97472, 2.01115, -1.83879], [2.41329, 1.84511, -0.49182], [1.93042, 1.02398, 0.39849], [2.56432, 0.95763, 1.66931], [3.85502, 1.34180, 1.94091], [4.37909, 1.25886, 3.24560], [3.62387, 0.77412, 4.27326], [2.31027, 0.31552, 4.02290], [1.49055, -0.23697, 5.02889], [0.23906, -0.70205, 4.71674], [-0.18941, -0.62579, 3.39053], [0.54284, -0.10153, 2.41611], [1.78920, 0.38857, 2.71212], [2.56983, 3.03439, -2.60387], [0.95283, 2.54975, -5.52321], [-0.09369, 0.72604, -4.21459], [3.23180, 2.50330, -0.20329], [4.50445, 1.70221, 1.15505], [5.39584, 1.58177, 3.41982], [4.02035, 0.71349, 5.27776], [1.86543, -0.29461, 6.04304], [-0.41047, -1.13359, 5.46385], [-1.16330, -1.01413, 3.11173], [3.32249, 3.67511, -2.16283]], "atomic_forces_ev_per_a": [[0.135, 0.255, -0.680], [-0.068, -0.020, -0.090], [-0.089, 0.308, -0.011], [0.000, -0.032, 0.073], [-0.174, -0.163, -0.075], [0.007, 0.020, 0.084], [0.003, -0.002, 0.011], [-0.005, -0.001, 0.005], [-0.026, 0.002, 0.111], [-0.056, -0.205, -0.066], [0.395, 0.131, 0.088], [-0.040, 0.051, -0.031], [0.062, 0.009, 0.014], [0.003, -0.004, -0.004], [-0.004, 0.005, 0.001], [0.057, -0.011, 0.011], [-0.090, -0.023, -0.060], [0.151, -0.389, -0.065], [-0.045, -0.015, 0.050], [0.028, 0.011, 0.128], [0.035, 0.025, 0.038], [0.008, -0.026, 0.012], [0.004, 0.000, -0.024], [0.001, 0.017, -0.002], [-0.005, 0.000, -0.016], [0.012, -0.002, -0.012], [0.016, -0.003, -0.003], [0.005, -0.010, -0.004], [0.000, -0.004, -0.002], [0.000, 0.035, -0.014], [0.001, -0.028, 0.010], [-0.004, -0.002, -0.009], [-0.001, 0.012, 0.003], [-0.001, 0.002, 0.000], [0.014, -0.001, -0.006], [0.012, 0.006, -0.007], [-0.004, 0.004, -0.015], [0.020, 0.007, -0.053], [-0.024, 0.016, -0.003], [0.005, 0.009, 0.026], [-0.001, 0.000, -0.006], [0.037, 0.011, 0.048], [-0.013, -0.017, 0.015], [0.056, -0.021, 0.027], [0.192, 0.118, 0.007], [-0.435, -0.011, 0.792], [-0.102, -0.061, -0.133], [-0.005, 0.002, 0.046], [0.000, 0.046, -0.127], [0.129, -0.026, 0.137], [-0.113, -0.029, -0.026], [0.008, -0.008, 0.059], [0.031, 0.014, -0.011], [-0.036, -0.001, -0.083], [-0.045, -0.018, -0.040], [0.017, 0.011, -0.001], [0.006, 0.003, 0.016], [-0.126, -0.016, -0.280], [0.084, 0.034, 0.103], [-0.028, -0.004, -0.057], [0.003, 0.006, -0.008], [-0.011, -0.013, 0.023], [-0.006, -0.010, 0.035], [-0.007, 0.002, -0.020], [0.003, 0.000, 0.014], [0.011, 0.002, 0.007], [-0.002, -0.001, 0.014], [-0.004, -0.003, 0.008], [0.008, 0.004, 0.007], [0.009, 0.005, 0.021]], "nbo_charge": [2.5326, -0.4206, -0.5604, -0.4039, 0.0564, -0.2097, -0.1973, -0.1639, -0.2555, 0.2116, -0.8649, 0.1093, -0.2369, -0.1556, -0.2036, -0.2230, 0.1224, -0.5718, -0.4097, -0.4261, 0.2306, 0.2463, 0.2187, 0.2313, 0.2125, 0.2267, 0.2263, 0.2413, 0.2402, 0.2367, 0.2395, 0.2389, 0.2418, 0.2272, 0.2282, 0.2329, 0.2132, 0.2335, 0.2212, 0.2355, 0.0715, -0.0764, -0.1211, -0.2720, 0.4385, -0.8742, -0.2433, 0.2517, -0.6751, 0.1720, -0.2060, -0.1692, -0.1758, -0.0146, -0.0602, -0.2694, 0.1097, -0.6309, 0.1193, -0.1336, 0.2534, 0.2487, 0.2010, 0.2350, 0.2507, 0.2452, 0.2491, 0.2604, 0.2244, 0.2395], "spin_multiplicity": 1, "total_charge": 2, "homo_ha": -0.480, "lumo_energy_ev": -6.66}

---

2.
{"formula": "C32H30IN6O3W", "method": "the ωB97M-V functional and the def2-TZVPD basis", "elements": ["W", "C", "C", "C", "C", "C", "C", "C", "N", "N", "C", "C", "C", "C", "C", "C", "N", "C", "C", "C", "C", "C", "C", "N", "H", "H", "H", "H", "H", "H", "H", "H", "H", "H", "H", "H", "H", "H", "H", "H", "H", "H", "H", "H", "N", "C", "O", "C", "C", "C", "C", "N", "C", "H", "H", "H", "H", "H", "H", "I", "C", "C", "C", "C", "C", "C", "C", "O", "O", "H", "H", "H", "H"], "xyz": [[0.27775, 0.02996, -0.22188], [1.35936, -1.36258, -2.75201], [2.51154, -0.36740, -2.73755], [2.15629, 1.08434, -2.52292], [2.58073, 2.01980, -3.45571], [2.37922, 3.37129, -3.23575], [1.76403, 3.76378, -2.05674], [1.32801, 2.78909, -1.18641], [1.49231, 1.46607, -1.40580], [0.82675, -1.75953, -1.40103], [-0.36035, -2.64761, -1.63710], [-1.45185, -2.43936, -0.62510], [-2.50568, -3.33225, -0.52622], [-3.55306, -3.04505, 0.32947], [-3.52637, -1.85870, 1.05438], [-2.43972, -1.02505, 0.92334], [-1.40020, -1.31590, 0.11003], [1.82339, -2.55828, -0.61786], [2.80366, -1.67126, 0.08393], [4.09781, -2.05473, 0.38735], [4.92663, -1.15301, 1.03526], [4.44096, 0.11119, 1.34806], [3.13916, 0.42269, 1.01846], [2.32300, -0.45754, 0.40861], [1.66943, -2.28011, -3.26013], [0.51605, -0.94322, -3.30433], [2.99583, -0.44023, -3.71168], [3.28244, -0.66015, -2.02187], [3.08874, 1.68087, -4.34747], [2.70827, 4.10213, -3.96193], [1.60982, 4.80490, -1.81410], [0.81459, 3.06491, -0.27575], [-0.03442, -3.69038, -1.63524], [-0.75975, -2.44687, -2.63243], [-2.50401, -4.23727, -1.11810], [-4.38422, -3.72996, 0.42599], [-4.33291, -1.58833, 1.71982], [-2.36859, -0.09939, 1.47854], [2.32008, -3.28104, -1.27064], [1.26208, -3.12639, 0.13143], [4.45069, -3.03872, 0.11016], [5.94365, -1.42654, 1.28093], [5.06148, 0.84763, 1.83723], [2.72318, 1.39734, 1.24028], [-0.38499, -3.02813, 5.70377], [-0.55763, -2.73144, 4.41141], [-1.00136, -3.49110, 3.56984], [-0.19544, -1.33102, 3.95806], [-0.21537, -0.17068, 4.71636], [0.01768, 1.04503, 4.08274], [0.22587, 1.07033, 2.71883], [0.23261, -0.05491, 1.97255], [0.04624, -1.22233, 2.59939], [-0.63928, -3.95182, 6.02122], [0.08594, -2.41945, 6.34992], [-0.43302, -0.19427, 5.77675], [0.01033, 1.97265, 4.63609], [0.36263, 2.00722, 2.19610], [0.04959, -2.12732, 2.00825], [-6.27537, 5.32704, -2.60973], [-4.72144, 4.08772, -2.05901], [-4.27884, 3.09258, -2.93889], [-3.24337, 2.26402, -2.57306], [-2.63373, 2.42201, -1.31717], [-3.08038, 3.42049, -0.43649], [-4.11607, 4.24567, -0.80685], [-1.55862, 1.56534, -0.93766], [-1.08340, 0.60761, -1.67725], [-0.94125, 1.64669, 0.20413], [-4.75176, 2.97763, -3.90353], [-2.89871, 1.49457, -3.24954], [-2.61174, 3.54046, 0.53087], [-4.46495, 5.01630, -0.13462]], "atomic_forces_ev_per_a": [[0.192, -0.053, 0.412], [0.000, -0.022, -0.012], [0.011, -0.002, -0.046], [0.112, -0.044, -0.011], [0.039, -0.049, 0.107], [-0.024, 0.000, 0.049], [-0.003, -0.084, 0.042], [0.001, 0.121, 0.042], [-0.022, 0.066, -0.118], [-0.031, -0.085, -0.039], [-0.032, -0.034, 0.029], [0.016, -0.037, -0.051], [0.119, 0.049, 0.012], [-0.024, 0.060, 0.050], [0.077, 0.021, -0.025], [-0.009, -0.094, 0.057], [-0.148, -0.089, 0.073], [-0.061, -0.023, 0.034], [-0.004, 0.050, 0.028], [-0.118, 0.002, -0.008], [0.003, 0.018, 0.004], [-0.106, 0.017, -0.022], [0.016, -0.064, 0.053], [0.234, -0.136, -0.169], [0.003, 0.031, 0.000], [0.049, 0.004, 0.013], [-0.059, -0.005, 0.000], [0.013, 0.016, -0.049], [0.003, -0.008, -0.012], [0.010, 0.010, -0.007], [-0.009, 0.015, 0.003], [-0.004, 0.002, -0.041], [-0.030, 0.029, -0.072], [-0.025, 0.089, 0.059], [0.014, -0.015, -0.017], [-0.012, -0.013, 0.003], [-0.010, 0.011, 0.008], [-0.018, -0.005, -0.002], [0.000, 0.036, 0.005], [0.036, -0.007, -0.029], [-0.001, -0.014, -0.006], [0.024, -0.003, 0.008], [0.011, 0.014, 0.008], [0.009, -0.010, -0.004], [-0.004, -0.016, 0.068], [0.007, 0.030, -0.084], [0.022, -0.049, 0.010], [0.003, 0.009, -0.136], [0.036, -0.020, -0.017], [0.028, -0.010, -0.100], [-0.028, 0.038, 0.077], [-0.129, 0.165, 0.111], [0.170, -0.061, 0.047], [0.002, 0.004, 0.004], [-0.011, -0.010, 0.010], [0.002, 0.010, 0.010], [0.002, 0.025, 0.003], [-0.024, -0.018, 0.009], [-0.048, -0.004, 0.021], [0.013, -0.009, 0.003], [0.060, -0.065, 0.000], [-0.038, 0.040, 0.003], [0.014, 0.032, 0.061], [0.000, -0.044, -0.079], [0.026, -0.031, -0.011], [-0.050, 0.045, -0.021], [0.026, -0.082, -0.261], [-0.155, 0.169, -0.114], [-0.170, 0.102, 0.031], [-0.010, 0.000, -0.014], [0.014, -0.025, -0.014], [0.006, -0.002, 0.014], [-0.004, 0.011, 0.011]], "nbo_charge": [2.0441, -0.2247, -0.4684, 0.2517, -0.2151, -0.0809, -0.2105, 0.0500, -0.5642, -0.4807, -0.2604, 0.2264, -0.2124, -0.0720, -0.1994, 0.0593, -0.5571, -0.2722, 0.2219, -0.2218, -0.0765, -0.2206, 0.0819, -0.5368, 0.2363, 0.2402, 0.2736, 0.2399, 0.2540, 0.2635, 0.2632, 0.2248, 0.2477, 0.2591, 0.2586, 0.2646, 0.2639, 0.2273, 0.2516, 0.2487, 0.2628, 0.2670, 0.2688, 0.2220, -0.7739, 0.6483, -0.6012, -0.1464, -0.0764, -0.2203, 0.0646, -0.5368, 0.1010, 0.4377, 0.4098, 0.2545, 0.2670, 0.2288, 0.2379, 0.3236, -0.1006, -0.2361, -0.1275, -0.1978, -0.1209, -0.2516, 0.7862, -0.7152, -0.7287, 0.2531, 0.2372, 0.2314, 0.2534], "spin_multiplicity": 3, "total_charge": 3, "homo_ha": [-0.556, -0.556], "lumo_energy_ev": [-8.34, -9.35]}